Here is the molecule C5H11NO2 in a non-equilibrium geometry from OMol25. Energies are from the ωB97M-V functional and the def2-TZVPD basis.

XYZ file:
```
19
Properties=species:S:1:pos:R:3:nbo_charge:R:1
C -2.11 -0.02 -1.69 -0.62
C -1.38 -1.14 -1.05 -0.39
C -0.53 -0.66 0.16 -0.05
C -0.49 -1.69 1.25 -0.66
N 0.61 0.09 -0.43 -0.66
C 1.23 0.99 0.49 0.89
O 0.64 1.20 1.57 -0.63
O 2.35 1.43 -0.12 -0.68
H -1.45 0.53 -2.45 0.20
H -2.50 0.76 -1.14 0.21
H -2.88 -0.50 -2.28 0.21
H -2.05 -1.99 -0.69 0.20
H -0.71 -1.66 -1.78 0.19
H -1.22 0.10 0.57 0.21
H 0.20 -1.32 2.17 0.22
H -0.22 -2.70 1.41 0.23
H -1.49 -1.66 1.68 0.22
H 1.20 -0.32 -1.16 0.40
H 2.56 2.29 0.10 0.49
```

Properties
- ΔE to the lowest compared entry with this formula, charge and spin: 41.4 kcal per mole
- Multiplicity: 1
- SMILES: CC[C@@H](C)NC(=O)O
- Kohn-Sham gap: 10.43 eV

---

Here is a 9-piece molecular cluster, C20H60N2O9 overall in a non-equilibrium geometry from OMol25. Energies are from the ωB97M-V functional and the def2-TZVPD basis.

XYZ file:
```
91
Properties=species:S:1:pos:R:3:lowdin_spin:R:1
C -3.95 0.37 4.61 0.00
C -3.73 -1.01 3.95 0.00
O -2.36 -1.50 4.10 0.00
H -4.95 0.78 4.45 0.00
H -3.10 1.03 4.42 0.00
H -3.95 0.22 5.69 0.00
H -4.05 -0.98 2.91 0.00
H -4.38 -1.72 4.47 0.00
H -1.93 -1.07 3.35 0.00
C 1.03 0.89 3.30 0.00
C 1.83 2.20 3.49 0.00
O 1.17 2.92 4.54 0.00
H 1.45 0.31 2.48 0.00
H 0.03 0.99 2.87 0.00
H 0.91 0.28 4.20 0.00
H 1.93 2.72 2.53 0.00
H 2.76 1.99 4.01 0.00
H 0.99 2.19 5.14 0.00
C 3.47 -2.50 1.32 0.00
C 4.20 -1.64 0.30 0.00
O 4.55 -0.40 0.89 0.00
H 4.18 -3.15 1.83 0.00
H 2.75 -3.19 0.86 0.00
H 3.16 -1.82 2.12 0.00
H 3.68 -1.48 -0.64 0.00
H 5.21 -1.94 0.03 0.00
H 3.75 -0.10 1.33 0.00
C -0.44 -5.01 0.95 0.00
C 0.11 -4.50 2.28 0.00
O -0.60 -3.36 2.71 0.00
H -0.59 -4.24 0.19 0.00
H -1.42 -5.37 1.28 0.00
H 0.12 -5.85 0.56 0.00
H 1.18 -4.26 2.23 0.00
H 0.05 -5.15 3.15 0.00
H -0.92 -3.58 3.59 0.00
C 0.33 -0.45 -0.63 0.02
C -0.99 -0.92 0.09 0.09
O -1.57 -0.01 0.94 0.23
H 1.13 -0.40 0.11 0.00
H 0.10 0.45 -1.19 0.00
H 0.72 -1.28 -1.23 0.00
H -0.74 -1.85 0.60 0.01
H -1.74 -1.25 -0.62 0.04
H -1.48 0.85 0.53 0.00
C -0.45 -1.00 -3.89 0.00
C -1.97 -1.16 -4.25 0.06
C -2.42 -2.47 -4.81 0.02
O -1.51 -2.93 -5.77 0.06
C -1.44 -2.35 -7.06 0.01
N -2.67 -0.91 -3.00 0.33
H -0.16 -0.02 -3.51 0.00
H 0.20 -1.31 -4.71 0.00
H -0.18 -1.64 -3.05 0.00
H -2.11 -0.30 -4.91 0.03
H -3.39 -2.33 -5.29 0.00
H -2.66 -3.26 -4.10 0.00
H -0.60 -2.67 -7.67 0.00
H -1.61 -1.28 -7.08 0.00
H -2.36 -2.61 -7.59 0.00
H -2.11 -0.18 -2.59 0.00
H -3.60 -0.54 -3.15 0.01
C 4.00 6.15 0.09 0.00
C 3.89 4.96 1.06 0.00
C 4.03 3.62 0.40 0.00
O 2.91 3.53 -0.43 0.00
C 2.87 2.18 -0.85 0.00
N 4.89 5.18 2.02 0.00
H 3.23 5.99 -0.67 0.00
H 5.01 6.35 -0.26 0.00
H 3.71 7.08 0.57 0.00
H 2.91 5.02 1.51 0.00
H 4.05 2.79 1.11 0.00
H 4.95 3.48 -0.17 0.00
H 3.23 1.43 -0.15 0.00
H 3.50 2.11 -1.73 0.00
H 1.84 1.90 -1.09 0.00
H 4.86 4.47 2.74 0.00
H 4.55 6.01 2.49 0.00
C -1.88 3.68 -0.14 0.00
O -1.24 2.62 -0.84 0.00
H -1.90 4.53 -0.81 0.00
H -2.92 3.54 0.15 0.00
H -1.26 4.23 0.57 0.00
H -1.70 2.37 -1.64 0.00
C -5.70 -2.44 -2.78 0.01
O -4.94 -2.34 -1.63 0.05
H -5.65 -1.43 -3.20 0.00
H -5.29 -3.23 -3.40 0.00
H -6.76 -2.68 -2.71 0.00
H -4.01 -2.36 -1.88 0.00
```

Properties
- Multiplicity: 2
- Total charge: +1
- Kohn-Sham gap (spin up / spin down): 7.82 / 1.57 eV
- Expectation value of S²: 0.757

---

Here is an isolated ion of composition C4H7O2S and charge -1 in a non-equilibrium geometry from OMol25. Energies are from the ωB97M-V functional and the def2-TZVPD basis.

XYZ file:
```
14
Properties=species:S:1:pos:R:3:nbo_charge:R:1
C 0.18 0.20 0.25 -0.56
C -1.10 0.21 -0.57 -0.10
C 1.39 -0.80 0.31 -0.58
C -2.49 0.08 -0.01 -0.69
O 2.87 1.29 0.44 -1.04
O 4.06 -0.81 0.31 -1.02
S 2.90 -0.05 -0.17 1.61
H 0.76 1.09 -0.17 0.28
H -0.19 0.59 1.27 0.18
H -0.95 -0.12 -1.62 0.15
H 1.24 -1.66 -0.37 0.16
H -3.21 0.65 -0.65 0.21
H -2.34 0.24 1.05 0.22
H -3.10 -0.91 -0.06 0.19
```

Properties
- ΔE to the lowest compared entry with this formula, charge and spin: 122.1 kcal per mole
- Multiplicity: 1
- Total charge: -1
- Kohn-Sham gap (spin up / spin down): 6.46 / 6.96 eV

---

Here is a 4-piece molecular cluster, C2H11N4O overall in a non-equilibrium geometry from OMol25. Energies are from the ωB97M-V functional and the def2-TZVPD basis.

XYZ file:
```
18
Properties=species:S:1:pos:R:3:nbo_charge:R:1
C -2.76 0.84 0.87 -0.13
C 1.67 0.98 -0.34 0.54
N 0.48 1.28 -0.54 -0.78
N -2.12 0.56 -0.19 -0.15
N 1.59 -2.49 0.55 -1.07
N 2.35 0.05 0.32 -0.80
O -2.52 0.18 -1.39 -0.50
H -2.07 1.13 1.61 0.21
H -3.85 0.81 1.02 0.20
H 2.60 2.53 -0.88 0.12
H 0.16 2.20 -0.87 0.45
H -0.36 0.69 -0.30 0.43
H 0.73 -2.27 0.23 0.37
H 1.50 -3.09 1.42 0.40
H 2.20 -3.05 -0.07 0.40
H 1.98 -0.89 0.56 0.43
H -3.54 0.27 -1.53 0.47
H 3.35 0.04 0.32 0.43
```

Properties
- ΔE to the lowest compared entry with this formula, charge and spin: 147.9 kcal per mole
- Multiplicity: 1
- Total charge: +1
- Kohn-Sham gap: 9.56 eV

---

Here is C10H15P as an isolated structure in a non-equilibrium geometry from OMol25. Energies are from the ωB97M-V functional and the def2-TZVPD basis.

XYZ file:
```
26
Properties=species:S:1:pos:R:3:nbo_charge:R:1
C -1.17 1.85 -1.60 -0.11
C 1.98 0.22 0.74 0.09
C -0.23 1.31 -2.15 -0.27
C 1.86 0.17 -0.43 -0.45
C -3.22 1.70 -0.25 -0.60
C 1.99 -1.11 2.81 -0.60
C 0.10 -2.22 -0.86 -0.61
C -2.28 2.61 -1.01 -0.47
C 2.03 0.28 2.20 -0.47
C 0.87 -1.72 -2.15 -0.70
P 1.70 0.00 -2.14 0.91
H -3.16 0.76 -0.72 0.22
H -4.24 2.19 -0.12 0.21
H -3.03 1.46 0.86 0.21
H 1.87 -1.09 3.87 0.21
H 2.96 -1.63 2.55 0.21
H 1.18 -1.76 2.46 0.22
H -0.97 -2.55 -1.10 0.21
H 0.55 -3.05 -0.44 0.21
H -0.03 -1.58 -0.05 0.22
H -1.79 3.41 -0.39 0.22
H -2.78 3.10 -1.73 0.22
H 2.85 0.85 2.54 0.23
H 1.06 0.96 2.54 0.23
H 0.24 -1.68 -3.06 0.24
H 1.67 -2.47 -2.35 0.23
```

Properties
- ΔE to the lowest compared entry with this formula, charge and spin: 98.2 kcal per mole
- Multiplicity: 1
- Kohn-Sham gap: 9.17 eV

---

Here is a 2-piece molecular cluster, C30H51N2O6P overall in a non-equilibrium geometry from OMol25. Energies are from the ωB97M-V functional and the def2-TZVPD basis.

XYZ file:
```
90
Properties=species:S:1:pos:R:3:lowdin_charge:R:1
C 3.46 -0.26 3.47 0.15
C 3.70 -0.11 2.32 -0.08
C 3.86 0.05 0.91 -0.11
C 4.20 -1.09 0.16 -0.18
C 4.43 -2.43 0.78 -0.16
C 3.74 -3.54 -0.02 -0.19
C 2.29 -3.08 -0.29 -0.20
C 1.20 -4.06 0.19 -0.19
C -0.11 -3.73 -0.57 -0.20
C -1.08 -2.99 0.37 -0.19
C -2.54 -3.02 -0.16 -0.21
C -2.78 -1.74 -0.96 -0.19
C -4.22 -1.47 -1.41 -0.20
C -5.31 -1.91 -0.43 -0.23
C -5.31 -0.96 0.79 -0.21
C -6.30 0.19 0.55 -0.22
C -6.21 1.23 1.70 -0.21
C -5.28 2.37 1.29 -0.23
C -5.88 3.28 0.21 -0.27
C -5.16 4.65 0.23 -0.12
C 4.28 -0.94 -1.25 0.02
C 4.02 0.27 -1.84 -0.30
N 4.01 0.47 -3.24 0.02
C 2.71 0.19 -3.89 -0.21
C 1.54 -0.04 -2.93 -0.24
C 0.22 -0.20 -3.71 -0.09
N 3.73 1.35 -1.07 0.19
C 3.62 1.28 0.30 -0.11
C 3.15 2.55 0.92 -0.11
C 3.78 3.02 2.21 -0.15
C 5.31 3.27 2.12 -0.09
C 6.13 2.17 2.71 -0.56
O 6.81 1.42 2.07 0.08
O 6.07 2.09 4.05 0.10
H 3.13 -0.37 4.47 0.04
H 5.52 -2.63 0.81 0.12
H 4.09 -2.46 1.81 0.10
H 3.72 -4.43 0.60 0.10
H 4.26 -3.82 -0.94 0.09
H 2.14 -2.85 -1.34 0.09
H 2.10 -2.16 0.26 0.12
H 1.48 -5.10 0.05 0.09
H 1.03 -3.84 1.24 0.10
H -0.55 -4.64 -0.97 0.10
H 0.11 -3.09 -1.43 0.09
H -0.77 -1.96 0.48 0.12
H -1.08 -3.53 1.31 0.10
H -3.19 -3.11 0.71 0.09
H -2.67 -3.89 -0.81 0.10
H -2.37 -0.89 -0.41 0.11
H -2.17 -1.83 -1.86 0.10
H -4.42 -1.89 -2.40 0.10
H -4.31 -0.39 -1.51 0.11
H -5.23 -2.95 -0.13 0.09
H -6.26 -1.80 -0.95 0.09
H -5.54 -1.49 1.71 0.10
H -4.33 -0.48 0.84 0.12
H -7.30 -0.21 0.39 0.10
H -5.98 0.64 -0.38 0.09
H -7.22 1.59 1.89 0.09
H -5.76 0.72 2.55 0.10
H -4.97 2.96 2.15 0.11
H -4.39 1.91 0.85 0.08
H -5.74 2.86 -0.78 0.10
H -6.94 3.46 0.41 0.09
H -5.68 5.38 -0.39 0.05
H -4.14 4.49 -0.11 0.06
H -5.11 4.98 1.26 0.06
H 4.49 -1.79 -1.89 0.12
H 4.73 -0.09 -3.67 0.10
H 2.78 -0.69 -4.54 0.11
H 2.42 1.02 -4.54 0.10
H 1.40 0.78 -2.23 0.08
H 1.67 -0.96 -2.37 0.08
H 0.31 0.10 -4.75 0.05
H -0.09 -1.24 -3.69 0.05
H -0.58 0.35 -3.22 0.07
H 3.53 2.22 -1.53 0.16
H 2.07 2.45 0.93 0.11
H 3.35 3.33 0.18 0.12
H 3.33 3.99 2.42 0.12
H 3.53 2.41 3.07 0.10
H 5.50 4.13 2.76 0.12
H 5.66 3.52 1.13 0.12
H 6.63 1.34 4.30 0.12
O -2.34 2.72 0.27 -0.45
P -0.87 2.34 0.53 -0.17
O 0.03 3.61 0.51 -0.46
O -0.37 1.35 -0.57 -0.45
O -0.70 1.64 1.90 -0.47
```

Properties
- ΔE to the lowest compared entry with this formula, charge and spin: 0.0 kcal per mole
- Multiplicity: 1
- Total charge: -2
- Kohn-Sham gap: 2.68 eV

---

Here is the molecule C11H14N2O2S in a non-equilibrium geometry from OMol25. Energies are from the ωB97M-V functional and the def2-TZVPD basis.

XYZ file:
```
30
Properties=species:S:1:pos:R:3:nbo_charge:R:1
C 2.89 -1.25 0.51 -0.67
C 3.80 -0.14 -0.29 -0.08
O 3.06 1.02 -0.80 -0.56
C 2.46 1.82 0.28 -0.10
C 0.83 1.57 0.38 -0.11
O 0.08 1.98 -0.82 -0.54
C -0.44 0.83 -1.58 -0.12
C -1.60 -0.04 -0.83 -0.02
C -1.52 -1.70 -1.01 -0.24
C -2.63 -2.68 -0.24 -0.21
C -3.77 -1.88 0.68 -0.24
C -3.82 -0.24 0.81 0.10
N -4.76 0.66 1.62 -0.56
S -4.24 2.31 1.35 0.81
N -2.85 2.27 0.25 -0.53
C -2.74 0.74 0.06 0.09
H 3.47 -2.23 0.82 0.23
H 1.94 -1.62 -0.10 0.22
H 2.47 -0.79 1.54 0.21
H 4.73 0.12 0.38 0.18
H 4.24 -0.71 -1.24 0.20
H 2.90 1.46 1.33 0.17
H 2.75 2.98 0.22 0.20
H 0.68 0.45 0.70 0.20
H 0.44 2.27 1.26 0.20
H -0.94 1.29 -2.56 0.22
H 0.42 0.12 -2.00 0.20
H -0.67 -2.23 -1.65 0.25
H -2.63 -3.86 -0.33 0.25
H -4.55 -2.56 1.27 0.25
```

Properties
- ΔE to the lowest compared entry with this formula, charge and spin: 323.9 kcal per mole
- Multiplicity: 1
- SMILES: CCOCCOCc1cccc2nsnc12
- Kohn-Sham gap: 6.82 eV

---

Here is C12H19Br12ClN3 as an isolated structure in a non-equilibrium geometry from OMol25. Energies are from the ωB97M-V functional and the def2-TZVPD basis.

XYZ file:
```
47
Properties=species:S:1:pos:R:3:nbo_charge:R:1
C 2.43 1.84 2.49 -0.33
C 1.43 1.33 1.75 -0.25
C 0.20 2.12 1.37 -0.13
N -1.04 1.31 1.62 -0.53
C -2.16 2.00 0.90 -0.24
C -1.94 1.73 -0.59 -0.24
N -0.63 2.17 -1.09 -0.45
C 0.01 1.17 -1.96 -0.30
C 0.62 -0.04 -1.29 0.08
N 1.81 -0.32 -1.56 -0.56
C 0.22 2.78 -0.07 -0.04
Cl 1.91 2.99 -0.60 0.04
H 2.29 2.33 3.45 0.21
H 3.45 1.73 2.10 0.22
H 1.48 0.29 1.44 0.21
H 0.18 2.95 2.09 0.24
H -1.29 1.28 2.61 0.45
H -0.97 0.37 1.22 0.45
H -3.13 1.62 1.22 0.24
H -2.16 3.07 1.10 0.23
H -2.73 2.26 -1.13 0.23
H -2.13 0.67 -0.78 0.21
H 0.74 1.61 -2.64 0.26
H -0.78 0.79 -2.61 0.23
H 0.07 -0.68 -0.58 0.13
H 2.10 -1.17 -1.06 0.34
H -0.14 3.79 0.07 0.22
C -1.24 -1.86 -5.13 -0.49
Br -2.15 -0.39 -5.97 0.11
Br 0.67 -1.72 -5.31 0.12
Br -1.75 -2.04 -3.27 0.04
H -1.55 -2.76 -5.63 0.23
C -1.46 -5.88 -2.45 -0.50
Br 0.43 -5.48 -2.39 0.09
Br -2.06 -6.22 -4.25 0.10
Br -1.92 -7.32 -1.25 0.10
H -1.98 -5.00 -2.10 0.22
C -3.66 -1.88 2.14 -0.51
Br -4.76 -3.44 1.94 0.16
Br -2.99 -1.67 3.93 0.11
Br -2.22 -1.86 0.84 0.05
H -4.29 -1.02 1.93 0.22
C 6.28 1.80 3.94 -0.49
Br 5.62 2.27 2.18 0.10
Br 4.85 1.59 5.21 0.08
Br 7.42 0.25 3.87 0.12
H 6.89 2.63 4.28 0.23
```

Properties
- Multiplicity: 1
- Total charge: +1
- Kohn-Sham gap: 8.65 eV

---

Here is a 2-piece molecular cluster, C6H10OS overall in a non-equilibrium geometry from OMol25. Energies are from the ωB97M-V functional and the def2-TZVPD basis.

XYZ file:
```
18
Properties=species:S:1:pos:R:3:nbo_charge:R:1
C 1.34 1.77 -0.01 -0.64
C 0.35 0.79 -0.72 -0.19
C -1.00 0.37 0.32 -0.46
C -0.99 -1.17 0.50 0.04
C 0.59 -1.29 0.48 -0.39
C 0.91 -0.64 -0.90 -0.34
H 2.44 1.98 -0.25 0.25
H 0.74 2.64 0.16 0.21
H 1.22 1.47 1.23 0.19
H -0.22 1.14 -1.79 0.22
H -0.94 1.21 1.00 0.23
H -1.88 0.45 -0.43 0.24
H -1.45 -1.86 1.43 0.21
H -2.83 -1.69 0.06 0.46
H 0.84 -0.87 1.50 0.22
H 0.36 -1.09 -1.68 0.23
O -1.72 -1.54 -0.78 -0.71
S 2.24 -1.70 -0.12 0.22
```

Properties
- ΔE to the lowest compared entry with this formula, charge and spin: 203.1 kcal per mole
- Multiplicity: 1
- Kohn-Sham gap: 8.15 eV

---

Here is C3H4FNO as an isolated structure in a non-equilibrium geometry from OMol25. Energies are from the ωB97M-V functional and the def2-TZVPD basis.

XYZ file:
```
10
Properties=species:S:1:pos:R:3:nbo_charge:R:1
C 0.72 0.07 -0.95 -0.35
C 1.31 0.80 0.00 0.18
C -0.53 0.06 -0.11 0.71
N -1.12 -1.09 0.44 -0.82
O 0.19 0.83 0.80 -0.52
F -1.63 0.87 -0.66 -0.37
H 0.85 -0.34 -1.85 0.21
H 2.19 1.33 0.32 0.22
H -0.37 -1.73 0.71 0.38
H -1.60 -0.80 1.30 0.38
```

Properties
- ΔE to the lowest compared entry with this formula, charge and spin: 45.8 kcal per mole
- Multiplicity: 1
- Kohn-Sham gap: 10.45 eV

---

Here is the molecule C3H6IN3 in a non-equilibrium geometry from OMol25. Energies are from the ωB97M-V functional and the def2-TZVPD basis.

XYZ file:
```
13
Properties=species:S:1:pos:R:3:nbo_charge:R:1
C -0.07 -0.43 -0.75 -0.29
C 1.32 -0.50 -0.48 -0.25
C -0.73 0.88 -0.33 -0.60
N -0.88 -1.53 0.13 -0.18
N -0.29 -2.08 0.99 0.14
N 0.89 -2.03 1.32 -0.50
I 2.64 -1.65 -1.60 0.19
H -0.36 -0.77 -1.74 0.24
H 1.78 0.13 0.26 0.21
H -0.72 0.99 0.75 0.22
H -1.77 0.89 -0.66 0.23
H -0.20 1.72 -0.76 0.21
H 1.22 -2.54 2.13 0.38
```

Properties
- ΔE to the lowest compared entry with this formula, charge and spin: 31.3 kcal per mole
- Multiplicity: 1
- Kohn-Sham gap (spin up / spin down): 8.06 / 8.06 eV

---

Here is C13H13B2I2MnN7OS4 as an isolated structure in a non-equilibrium geometry from OMol25. Energies are from the ωB97M-V functional and the def2-TZVPD basis.

XYZ file:
```
43
Properties=species:S:1:pos:R:3:lowdin_spin:R:1
Mn -0.34 0.14 -0.74 4.63
C -0.95 -4.26 -1.28 0.00
C -1.31 -2.99 -1.75 0.01
N -0.63 -2.06 -1.11 0.03
N 0.18 -2.69 -0.22 0.00
C 0.00 -4.02 -0.31 0.00
B 1.11 -1.86 0.69 0.01
N 2.04 -0.99 -0.24 0.01
C 3.33 -0.70 -0.03 0.01
C 3.80 -0.01 -1.12 0.00
C 2.70 0.10 -1.97 0.01
N 1.64 -0.50 -1.44 0.03
N 0.22 -0.98 1.65 0.01
C 0.44 -0.73 2.95 0.01
C -0.63 0.00 3.43 0.00
C -1.48 0.15 2.32 0.01
N -0.96 -0.44 1.25 0.03
H -1.32 -5.22 -1.62 0.00
H -2.01 -2.70 -2.52 0.00
H 0.57 -4.69 0.31 0.00
H 1.80 -2.57 1.37 0.00
H 3.82 -1.00 0.89 0.00
H 4.79 0.39 -1.27 0.00
H 2.61 0.57 -2.94 0.00
H 1.33 -1.07 3.43 0.00
H -0.78 0.38 4.42 0.00
H -2.42 0.66 2.23 0.00
O -5.82 4.75 -0.59 0.00
C -4.95 3.93 -0.80 0.00
S -3.32 4.34 -1.32 0.00
C -2.69 2.70 -1.34 0.00
C -3.53 1.68 -1.01 0.01
S -3.12 0.02 -0.98 0.04
S -5.17 2.19 -0.62 0.00
S -1.00 2.49 -1.71 0.04
I -0.88 0.84 -3.56 0.04
I -0.53 -1.01 -6.02 0.00
B 2.56 2.76 2.29 0.00
C 1.62 2.10 1.19 0.01
N 0.94 1.58 0.42 0.03
H 1.86 3.11 3.22 0.00
H 3.14 3.70 1.79 0.00
H 3.36 1.90 2.65 0.00
```

Properties
- ΔE to the lowest compared entry with this formula, charge and spin: 12.0 kcal per mole
- Multiplicity: 6
- Total charge: -2
- Kohn-Sham gap (spin up / spin down): 6.20 / 6.22 eV
- Expectation value of S²: 8.756